# 1
{
  "formula": "C3H10N2O3",
  "method": "wB97M-V/def2-TZVPD",
  "elements": ["H", "H", "O", "C", "C", "N", "O", "H", "H", "H", "H", "N", "C", "O", "H", "H", "H", "H"],
  "xyz": [[0.15414, -0.12981, 0.96207], [1.44802, -1.76369, 0.80052], [1.02898, -0.21485, 1.66568], [-0.59502, -0.92899, -1.10804], [-1.01721, -0.34498, -2.25475], [-0.71450, -0.02783, -0.07244], [1.62779, -2.66388, 0.45697], [0.77590, 1.52615, 1.51422], [0.85615, 2.93610, 2.19266], [-1.20366, 1.99097, -0.05967], [0.83067, -0.67029, 2.48684], [-1.47966, 0.89705, -1.88600], [-1.24676, 1.05954, -0.57315], [0.47901, 2.46444, 1.44789], [-1.73426, 1.65236, -2.49726], [-0.11338, -1.88643, -0.97557], [2.13572, -3.13539, 1.11817], [-1.23195, -0.76049, -3.21815]],
  "atomic_forces_ev_per_a": [[0.7, -0.5, 1.3], [0.4, -0.2, 0.3], [-0.2, 0.1, -0.7], [0.5, -0.1, 0.0], [-0.9, -0.3, 0.1], [-0.3, -0.3, -0.7], [-0.3, 0.0, -0.4], [0.1, 0.5, 0.4], [0.1, -0.1, 0.0], [-0.5, 0.5, 0.3], [-0.4, 0.1, 0.0], [0.1, 0.5, 0.0], [0.7, -0.2, -0.2], [-0.1, -0.1, -0.3], [-0.1, -0.1, -0.1], [-0.2, 0.0, 0.1], [0.0, 0.1, 0.1], [0.3, 0.0, -0.3]],
  "relative_energy_kcal_mol": 16.9,
  "orbital_gap_ha": 0.3793,
  "charge": 0
}

***

# 2
{
  "formula": "C3H10N2O3",
  "method": "wB97M-V/def2-TZVPD",
  "elements": ["C", "N", "H", "H", "H", "H", "H", "H", "H", "H", "O", "H", "C", "C", "H", "O", "O", "N"],
  "xyz": [[-2.73310, -0.71177, -0.28762], [2.00229, 1.17525, -0.90126], [0.77583, -0.47183, 2.44018], [2.15415, -1.52683, 0.74326], [-1.00825, 0.71055, -0.81000], [-2.81307, -0.97594, -1.35350], [0.84156, -0.90732, -0.44557], [-0.45906, -0.37943, 1.23502], [2.68565, 1.89345, -1.09814], [-3.31013, -1.48104, 0.21999], [3.00814, 0.92944, 1.15961], [-3.20975, 0.26347, -0.15196], [2.26707, 0.66886, 0.25650], [1.41673, -0.74619, 0.47469], [0.13607, 1.43840, -1.54740], [-1.45108, -0.70969, 0.10653], [-0.83257, 1.36901, -1.49675], [0.52953, -0.53839, 1.45645]],
  "atomic_forces_ev_per_a": [[-1.0, 0.3, -0.8], [-1.0, -1.3, 0.6], [0.4, -0.3, -0.2], [0.2, 0.8, -0.3], [0.1, -0.1, 0.0], [0.0, 0.0, -0.1], [0.4, 0.3, -0.1], [-1.2, 0.2, -1.0], [0.3, 0.2, 0.0], [-0.3, -0.3, 0.4], [0.1, -0.9, 1.4], [-0.3, 0.0, 0.1], [1.9, 3.8, -2.2], [-2.0, -3.4, 0.8], [-0.3, -0.2, 0.1], [1.7, -0.4, 0.9], [0.1, 0.5, -0.4], [0.7, 0.7, 0.8]],
  "relative_energy_kcal_mol": 164.6,
  "orbital_gap_ha": 0.1667,
  "charge": 0
}

***

- Which value of charge does entry 2 give?
  0